(A)
ORCA calculation (wB97M-V/def2-TZVPD) on a gas-phase ion, C3H7ClN (charge +1).

```
! RIJCOSX wB97M-V def2-TZVPD def2/J DEFGRID3
* xyz 1 1
C 1.065 -0.373 -0.176
C 0.004 0.095 0.797
C 0.062 -1.048 -1.045
N -0.711 1.397 0.534
Cl -0.072 -2.799 -0.739
H 1.593 0.339 -0.742
H 1.790 -1.017 0.397
H -0.542 -0.562 1.304
H -0.579 -0.781 -1.805
H -1.674 1.230 0.618
H -0.482 1.575 -0.459
H -0.453 1.944 1.315
*
```

Computed properties:
Highest occupied orbital energy (alpha / beta) in eV: -13.0 / -13.3
Lowest unoccupied orbital energy (alpha / beta) in hartree: -0.1757 / -0.1710
Frontier orbital gap (alpha / beta) in eV: 8.173 / 8.675



(B)
ORCA calculation (wB97M-V/def2-TZVPD) on a gas-phase ion, C3H7ClN (charge +1).

```
! RIJCOSX wB97M-V def2-TZVPD def2/J DEFGRID3
* xyz 1 1
C 0.845 -0.420 1.183
C 0.154 -0.827 -1.070
C -0.839 0.989 0.082
N 0.116 -0.080 0.120
Cl 0.850 0.558 2.545
H 1.678 -1.182 1.196
H -0.978 -1.200 -1.246
H 0.922 -1.712 -1.035
H 0.431 -0.160 -1.931
H -1.768 0.725 -0.405
H -0.263 1.859 -0.506
H -1.147 1.450 1.068
*
```

Computed properties:
Highest occupied orbital energy in eV: -16.0
Lowest unoccupied orbital energy in hartree: -0.1989
Structure (SMILES): C[N+](C)=CCl
Frontier orbital gap in eV: 10.549



Q: Which of them is the most stable? A: (B).



(A)
ORCA calculation (wB97M-V/def2-TZVPD) on C3H9N3S in the gas phase.

```
! RIJCOSX wB97M-V def2-TZVPD def2/J DEFGRID3
* xyz 0 1
C 1.306 -0.617 0.594
C -0.202 -0.481 0.038
C -0.738 0.824 0.101
H 2.607 -0.957 -1.164
H 3.065 0.196 0.196
H 1.419 0.118 1.529
H 1.287 -1.716 0.864
H 0.095 -0.757 -0.938
H -0.808 -1.271 0.495
H 0.946 1.756 -0.024
H -2.440 1.798 -0.081
H -3.364 -1.048 -1.120
N 2.305 -0.175 -0.520
N -0.089 1.882 0.125
N -2.062 0.823 -0.154
S -3.326 -0.374 0.059
*
```

Computed properties:
Highest occupied orbital energy in eV: -9.0
Lowest unoccupied orbital energy in hartree: 0.0253
Structure (SMILES): [H]/N=C(\CCN)NS
Frontier orbital gap in eV: 9.674



(B)
ORCA calculation (wB97M-V/def2-TZVPD) on a molecular structure, C3H9N3S.

```
! RIJCOSX wB97M-V def2-TZVPD def2/J DEFGRID3
* xyz 0 1
C -1.469 -1.536 -0.458
C 0.607 -0.276 -0.156
C -0.880 2.017 0.438
H -1.008 -1.864 -1.512
H -2.267 -0.699 -0.666
H -2.107 -2.683 -0.167
H 0.111 -1.938 0.751
H -1.994 1.837 0.117
H -0.698 3.092 0.365
H -0.572 1.870 1.589
H 3.531 -0.112 0.352
H 2.578 0.972 0.027
N -0.447 -1.103 0.353
N 1.718 -0.890 -0.084
N 2.731 0.011 -0.193
S 0.165 1.301 -0.756
*
```

Computed properties:
Highest occupied orbital energy in eV: -8.0
Lowest unoccupied orbital energy in hartree: 0.0241
Frontier orbital gap in eV: 8.671



(C)
ORCA calculation (wB97M-V/def2-TZVPD) on C3H9N3S in the gas phase.

```
! RIJCOSX wB97M-V def2-TZVPD def2/J DEFGRID3
* xyz 0 1
C -0.449 2.026 0.688
C -0.086 1.310 -0.689
C -0.445 -0.986 -0.300
H -1.316 1.554 1.137
H 0.350 1.936 1.651
H -0.818 3.021 0.409
H -1.000 1.219 -1.355
H 0.569 1.970 -1.355
H 2.146 -0.763 -1.127
H 1.842 -0.789 0.557
H -1.542 -0.687 -0.478
H -0.219 -4.361 0.499
N 0.402 -0.039 -0.539
N 1.821 -0.215 -0.255
N -0.079 -1.973 0.404
S -1.177 -3.223 0.753
*
```

Computed properties:
Highest occupied orbital energy in eV: -7.9
Lowest unoccupied orbital energy in hartree: 0.0302
Structure (SMILES): CCN(N)/C=N/S
Frontier orbital gap in eV: 8.765



Q: Which of them is the most stable? A: (A).



(A)
ORCA calculation (wB97M-V/def2-TZVPD) on C4H7ClO2 in the gas phase.

```
! RIJCOSX wB97M-V def2-TZVPD def2/J DEFGRID3
* xyz 0 1
C 0.500 -0.067 0.883
C 0.799 1.498 0.600
C -0.694 -0.323 -0.170
C -0.409 -1.540 -1.012
O -0.289 1.963 -0.183
O -0.615 0.909 -1.052
Cl -2.298 -0.396 0.774
H 1.404 -0.569 0.398
H 0.203 -0.129 1.871
H 0.786 2.317 1.435
H 1.688 1.577 -0.072
H -1.301 -1.785 -1.485
H -0.084 -2.257 -0.246
H 0.311 -1.199 -1.740
*
```

Computed properties:
Highest occupied orbital energy in eV: -9.8
Lowest unoccupied orbital energy in hartree: 0.0310
Structure (SMILES): C[C@@]1(Cl)CCOO1
Frontier orbital gap in eV: 10.661



(B)
ORCA calculation (wB97M-V/def2-TZVPD) on C4H7ClO2 in the gas phase.

```
! RIJCOSX wB97M-V def2-TZVPD def2/J DEFGRID3
* xyz 0 1
C -0.495 -0.445 0.743
C 0.034 0.598 1.815
C -0.689 0.415 -0.513
C -0.037 0.253 -1.916
O 0.785 1.607 0.981
O -0.167 1.951 -0.012
Cl -2.421 0.770 -0.756
H 0.410 -1.061 0.497
H -1.362 -1.034 0.732
H -0.744 1.063 2.308
H 0.687 0.053 2.424
H 0.955 -0.127 -1.792
H -0.210 1.292 -2.220
H -0.717 -0.422 -2.562
*
```

Computed properties:
Highest occupied orbital energy in eV: -9.6
Lowest unoccupied orbital energy in hartree: 0.0300
Structure (SMILES): C[C@@]1(Cl)CCOO1
Frontier orbital gap in eV: 10.452



(C)
ORCA calculation (wB97M-V/def2-TZVPD) on C4H7ClO2 in the gas phase.

```
! RIJCOSX wB97M-V def2-TZVPD def2/J DEFGRID3
* xyz 0 1
C -0.559 -0.299 0.619
C 1.246 1.010 -0.829
C -1.402 -1.236 -0.314
C 0.960 0.224 0.404
O -1.296 0.866 0.852
O -2.544 -1.019 -0.564
Cl 2.079 -1.203 0.376
H -0.771 -1.103 1.549
H 0.869 0.484 -1.789
H 2.375 1.149 -0.969
H 0.897 2.018 -0.880
H -0.887 -2.129 -0.458
H 1.267 0.631 1.383
H -2.235 0.607 0.620
*
```

Computed properties:
Highest occupied orbital energy in eV: -10.1
Lowest unoccupied orbital energy in hartree: 0.0224
Structure (SMILES): C[C@H](Cl)[C@@H](O)C=O
Frontier orbital gap in eV: 10.728



Q: Which of them is the most stable? A: (C).



(A)
ORCA calculation (wB97M-V/def2-TZVPD) on C9H15NO2 in the gas phase.

```
! RIJCOSX wB97M-V def2-TZVPD def2/J DEFGRID3
* xyz 0 1
C -1.930 1.916 1.979
C -0.459 1.725 2.229
C -0.257 0.699 -0.027
C -0.720 -0.687 0.213
C -0.273 -2.973 0.552
C 0.336 0.653 -2.463
C 0.884 0.778 -1.052
C 1.880 -0.304 -0.619
C 1.224 -1.669 -0.656
H -2.149 2.544 1.087
H -2.348 2.485 2.832
H -2.476 0.973 1.984
H -1.098 1.325 -0.327
H -1.741 -0.879 0.474
H -0.293 -0.259 -2.543
H -1.223 -3.070 1.066
H 0.390 -3.796 0.450
H 1.159 0.660 -3.220
H -0.429 1.412 -2.696
H 1.369 1.742 -0.908
H 2.768 -0.344 -1.283
H 2.230 -0.072 0.412
H 0.966 -1.907 -1.705
H 1.807 -2.545 -0.363
N 0.016 -1.763 0.130
O 0.076 2.083 3.262
O 0.290 1.271 1.193
*
```

Computed properties:
Highest occupied orbital energy in eV: -7.0
Lowest unoccupied orbital energy in hartree: 0.0240
Frontier orbital gap in eV: 7.665



(B)
ORCA calculation (wB97M-V/def2-TZVPD) on C9H15NO2 in the gas phase.

```
! RIJCOSX wB97M-V def2-TZVPD def2/J DEFGRID3
* xyz 0 1
C -0.743 -0.846 -1.552
C -0.192 -1.452 -0.451
C -0.217 0.493 -1.963
C -0.740 1.583 -0.740
C 0.827 -0.855 0.359
C -0.428 1.230 0.597
C -0.874 -2.662 0.160
C 2.062 -0.204 -0.103
C 0.597 1.947 1.421
N -1.341 0.489 1.324
O -2.138 -0.123 0.613
O -1.378 0.408 2.544
H -1.479 -1.269 -2.098
H 0.894 0.477 -2.024
H -0.603 0.732 -2.890
H -0.219 2.552 -0.910
H -1.883 1.521 -0.995
H 0.947 -1.246 1.334
H -1.893 -2.366 0.438
H -0.225 -3.084 1.012
H -0.934 -3.516 -0.462
H 1.901 0.833 -0.189
H 2.595 -0.699 -0.951
H 2.928 -0.477 0.704
H 0.282 2.023 2.439
H 0.686 2.923 0.963
H 1.567 1.589 1.420
*
```

Computed properties:
Highest occupied orbital energy (alpha / beta) in eV: -8.2 / -8.2
Lowest unoccupied orbital energy (alpha / beta) in hartree: -0.0268 / -0.0267
Frontier orbital gap (alpha / beta) in eV: 7.428 / 7.432



Q: Which of them is the most stable? A: (A).



(A)
ORCA calculation (wB97M-V/def2-TZVPD) on C2H5N3O2S in the gas phase.

```
! RIJCOSX wB97M-V def2-TZVPD def2/J DEFGRID3
* xyz 0 1
C 0.389 0.314 0.188
C -2.902 0.059 -0.237
H 3.017 0.937 0.266
H 1.348 -1.120 1.218
H -0.251 1.994 -0.428
H -1.083 -1.118 0.474
H -3.680 0.814 -0.407
N 1.334 -0.701 0.281
N 0.608 1.425 -0.353
N -0.820 -0.153 0.761
O -1.917 0.719 0.373
O -2.921 -1.097 -0.557
S 2.911 -0.295 -0.261
*
```

Computed properties:
Highest occupied orbital energy in eV: -9.3
Lowest unoccupied orbital energy in hartree: 0.0251
Structure (SMILES): [H]/N=C(/NS)NOC=O
Frontier orbital gap in eV: 9.971



(B)
ORCA calculation (wB97M-V/def2-TZVPD) on C2H5N3O2S in the gas phase.

```
! RIJCOSX wB97M-V def2-TZVPD def2/J DEFGRID3
* xyz 0 1
C -0.249 -0.035 0.070
C 1.857 -1.115 0.030
H -1.166 -2.028 -0.134
H -2.181 0.460 -0.342
H 1.126 1.446 -0.165
H -0.937 2.723 0.620
H 2.307 -2.137 0.061
N -1.579 -0.244 0.072
N 0.168 1.259 0.156
N 0.519 -1.125 0.092
O -2.017 -1.530 -0.160
O -0.793 2.197 -0.199
S 2.945 0.130 -0.100
*
```

Computed properties:
Highest occupied orbital energy in eV: -8.7
Lowest unoccupied orbital energy in hartree: 0.0006
Structure (SMILES): ONC(=NC=S)NO
Frontier orbital gap in eV: 8.696



(C)
ORCA calculation (wB97M-V/def2-TZVPD) on C2H5N3O2S in the gas phase.

```
! RIJCOSX wB97M-V def2-TZVPD def2/J DEFGRID3
* xyz 0 1
C -1.413 -0.671 -0.064
C -0.845 0.433 0.639
N -1.887 -1.638 -0.488
N -1.155 1.706 0.121
N 1.302 -1.632 -0.477
O 2.161 0.384 0.725
O 1.020 0.729 -1.446
S 1.103 0.004 -0.194
H -0.949 0.478 1.717
H -0.721 2.476 0.620
H -0.781 1.847 -0.905
H 0.441 -2.011 -0.652
H 1.725 -2.106 0.404
*
```

Computed properties:
Highest occupied orbital energy in eV: -9.8
Lowest unoccupied orbital energy in hartree: 0.0008
Structure (SMILES): N#C[C@H](N)S(N)(=O)=O
Frontier orbital gap in eV: 9.816



Q: Which of them is the most stable? A: (A).